(1)
6
Properties=species:S:1:pos:R:3 method="wB97M-V/def2-TZVPD" energy_ha=-910.89206 e_lumo_ev=-0.1 orbital_gap_ev=9.0 smiles="OC(=S)S" homo_energy_ev=-9.08 relative_energy_kcal_mol=14.8 charge=0 max_force_ev_per_a=1.43
C -0.15 0.56 0.25
H -0.74 -0.69 -1.15
H 0.90 -1.52 0.12
O -1.04 0.14 -0.72
S 1.41 -0.31 0.26
S -0.38 1.82 1.25


(2)
40
Properties=species:S:1:pos:R:3 method="wB97M-V/def2-TZVPD" energy_ha=-3048.41807 e_lumo_ev="3.0 / 2.9" spin_multiplicity=6 orbital_gap_ev="6.1 / 8.4" homo_energy_ev="-3.12 / -5.50" relative_energy_kcal_mol=1.5 charge=-1 max_force_ev_per_a=5.23
Sc -2.30 0.28 0.77
Cl -1.11 1.71 2.34
C -3.23 -1.46 1.70
C -3.84 1.39 -0.27
H -4.25 -1.56 1.28
H -2.71 -2.42 1.54
H -3.34 -1.31 2.79
H -4.75 0.79 -0.42
H -3.54 1.77 -1.27
H -4.14 2.28 0.33
Fe 0.53 -0.04 0.09
C 1.12 1.37 -1.05
C -0.73 -0.75 -0.93
H 0.71 1.20 -2.06
H 0.81 2.36 -0.68
H 2.22 1.29 -1.07
H -0.77 -0.35 -2.00
H -0.59 -1.89 -1.09
C 3.67 -1.38 -1.02
N 3.66 -0.18 -0.18
C 4.67 0.79 -0.55
C 3.60 -0.40 1.27
C 2.63 -1.48 1.70
C 3.09 -2.46 2.57
C 2.24 -3.47 3.00
C 0.92 -3.49 2.58
C 0.44 -2.51 1.69
C 1.30 -1.48 1.31
H 3.73 -1.05 -2.08
H 2.76 -1.98 -0.86
H 4.56 -2.01 -0.78
H 4.55 1.71 0.03
H 5.68 0.39 -0.35
H 4.60 1.01 -1.63
H 4.61 -0.65 1.63
H 3.32 0.57 1.72
H 4.13 -2.42 2.90
H 2.60 -4.24 3.68
H 0.23 -4.26 2.90
H -0.59 -2.54 1.33


(3)
98
Properties=species:S:1:pos:R:3 method="wB97M-V/def2-TZVPD" energy_ha=-2817.79734 e_lumo_ev="-10.3 / -10.4" orbital_gap_ev="6.9 / 6.9" homo_energy_ev="-17.27 / -17.27" relative_energy_kcal_mol=0.0 charge=+3 max_force_ev_per_a=5.22
C 2.21 -1.42 -1.06
C 1.20 0.43 -2.07
C 3.16 -1.51 -2.08
C 2.07 0.35 -3.16
C 3.07 -0.62 -3.15
H 3.91 -2.30 -2.04
H 1.95 1.05 -4.00
H 3.76 -0.70 -3.99
N 1.29 -0.43 -1.02
P 0.47 -2.81 0.75
P -0.21 2.41 -0.35
C 2.18 -2.48 0.04
H 2.61 -3.42 -0.36
H 2.82 -2.15 0.89
C -2.61 -0.48 2.64
O -3.48 -0.38 3.39
C 0.03 1.39 -2.07
H 0.17 2.16 -2.85
C -1.90 3.32 -0.35
C 1.29 3.47 0.00
C -0.51 -3.80 -0.56
C 0.54 -3.55 2.49
C -2.99 2.43 0.28
H -2.91 2.37 1.37
H -3.97 2.86 0.05
H -3.00 1.40 -0.12
C -1.83 4.61 0.49
H -1.61 4.40 1.54
H -1.10 5.33 0.13
H -2.82 5.09 0.47
C -2.28 3.64 -1.80
H -3.07 4.41 -1.79
H -1.45 4.02 -2.39
H -2.69 2.76 -2.31
C 1.21 4.06 1.44
H 0.61 3.41 2.10
H 2.21 4.11 1.88
H 0.78 5.07 1.46
C 2.55 2.59 -0.05
H 2.43 1.69 0.56
H 2.80 2.29 -1.08
H 3.40 3.14 0.36
C 1.34 4.57 -1.08
H 0.65 4.38 -1.91
H 1.11 5.56 -0.65
H 2.34 4.62 -1.52
C -0.90 -3.73 3.02
H -0.86 -4.20 4.01
H -1.42 -2.76 3.13
H -1.52 -4.36 2.37
C 1.27 -2.60 3.45
H 2.26 -2.30 3.09
H 0.70 -1.69 3.66
H 1.41 -3.12 4.42
C 1.28 -4.89 2.43
H 2.12 -4.87 1.72
H 1.71 -5.10 3.42
H 0.63 -5.73 2.17
C -0.05 -3.40 -1.96
H 1.00 -3.65 -2.15
H -0.67 -3.92 -2.71
H -0.18 -2.32 -2.14
C -2.03 -3.48 -0.40
H -2.39 -2.81 -1.20
H -2.61 -4.42 -0.46
H -2.30 -2.98 0.55
C -0.26 -5.30 -0.36
H 0.81 -5.53 -0.34
H -0.74 -5.69 0.55
H -0.71 -5.83 -1.22
Ce -0.56 -0.17 0.76
N -1.65 -0.13 -1.13
C -1.29 0.50 -2.18
C -2.02 0.32 -3.53
C -1.55 1.34 -4.57
C -1.70 -1.06 -4.09
C -3.55 0.44 -3.31
H -1.72 2.37 -4.24
H -0.48 1.20 -4.78
H -2.10 1.19 -5.50
H -2.05 -1.86 -3.42
H -2.20 -1.20 -5.06
H -0.62 -1.19 -4.24
H -3.99 1.14 -4.04
H -4.03 -0.54 -3.44
H -3.81 0.79 -2.30
N 5.03 0.24 5.27
C 3.97 0.55 4.88
C 2.64 0.94 4.44
C 1.75 1.62 5.29
C 0.48 1.90 4.82
C 0.10 1.45 3.55
N 0.94 0.78 2.74
C 2.23 0.58 3.15
H 2.07 1.92 6.29
H -0.24 2.44 5.42
H -0.91 1.65 3.18
H 2.93 0.08 2.47


(4)
12
Properties=species:S:1:pos:R:3 method="wB97M-V/def2-TZVPD" energy_ha=-1043.89767 e_lumo_ev="3.0 / 3.3" orbital_gap_ev="5.8 / 5.8" homo_energy_ev="-2.75 / -2.51" relative_energy_kcal_mol=114.7 charge=-1 max_force_ev_per_a=3.46
C -1.06 0.50 0.37
C -2.17 0.29 1.12
C -0.03 -0.31 0.07
C -1.17 -2.09 1.82
C 1.16 -0.64 -0.49
N 2.10 0.03 -1.08
S -0.61 -3.54 2.11
S -2.65 -1.35 1.90
H -1.17 1.45 -0.16
H -2.88 0.95 1.40
H 1.49 -1.69 -0.33
H 2.95 -0.46 -1.27